Record 1
{"formula": "C2H3NO2S", "method": "ωB97M-V/def2-TZVPD", "relative_energy_kcal_mol": 55.3, "largest_force_ev_per_a": 0.69, "e_tot_ha": -681.371228, "total_charge": 0, "symbols": ["C", "C", "H", "H", "H", "N", "O", "O", "S"], "xyz": [[0.83, -0.46, -0.29], [-0.60, -0.76, 0.03], [2.83, 1.74, -0.44], [1.48, -1.28, -0.61], [-0.77, 1.52, 0.47], [1.28, 0.73, -0.21], [2.61, 0.80, -0.56], [-0.99, -1.90, -0.06], [-1.68, 0.56, 0.54]], "nbo_charge": [-0.074, 0.363, 0.483, 0.211, 0.149, -0.090, -0.534, -0.520, 0.012]}

Record 2
{"formula": "C28H59BClN5O6P2", "method": "ωB97M-V/def2-TZVPD", "largest_force_ev_per_a": 1.37, "e_tot_ha": -2995.271001, "total_charge": 0, "symbols": ["C", "C", "C", "C", "C", "C", "C", "C", "C", "C", "C", "C", "O", "C", "P", "N", "O", "O", "O", "C", "C", "C", "C", "Cl", "P", "N", "B", "O", "N", "C", "C", "C", "C", "C", "C", "C", "N", "H", "H", "H", "H", "H", "H", "H", "H", "H", "H", "H", "H", "H", "H", "H", "H", "H", "H", "H", "H", "H", "H", "H", "H", "H", "H", "H", "H", "H", "H", "H", "H", "H", "H", "H", "H", "H", "H", "H", "H", "H", "H", "H", "H", "H", "H", "H", "H", "C", "C", "C", "O", "C", "N", "H", "H", "H", "H", "H", "H", "H", "H", "H", "H", "H"], "xyz": [[6.54, 1.78, 2.42], [6.06, 1.78, 0.96], [6.34, 0.46, 0.24], [5.19, -0.57, 0.39], [5.63, -1.81, 1.15], [4.61, -2.96, 1.18], [3.15, -2.51, 1.24], [2.84, -1.74, 2.52], [1.34, -1.50, 2.75], [0.92, -0.11, 2.25], [-0.53, 0.03, 1.76], [-1.43, -0.43, 2.92], [-1.02, 0.03, 4.20], [-1.83, 0.99, 4.80], [-1.03, 2.64, 4.84], [0.33, 2.71, 4.13], [-0.94, 3.00, 6.43], [-2.17, 3.62, 4.29], [-0.69, 1.41, 1.47], [-1.66, 1.88, 0.55], [-1.35, 1.80, -0.96], [-0.14, 2.58, -1.47], [1.21, 2.16, -0.93], [-0.10, 2.29, -3.28], [-1.73, 3.73, 0.93], [-0.38, 4.49, 1.18], [-3.19, 1.41, 0.79], [-3.72, 1.58, 2.08], [-4.04, 0.85, -0.26], [-4.84, 1.88, -0.95], [-4.92, -0.23, 0.21], [-0.76, -0.95, 0.60], [0.23, -1.19, -0.36], [-0.03, -2.08, -1.39], [-1.26, -2.72, -1.42], [-2.18, -2.41, -0.42], [-1.96, -1.54, 0.56], [6.70, 2.79, 2.77], [7.50, 1.26, 2.48], [5.83, 1.29, 3.08], [4.99, 1.99, 0.97], [6.52, 2.62, 0.44], [6.44, 0.70, -0.82], [7.27, 0.05, 0.61], [4.83, -0.82, -0.60], [4.38, -0.05, 0.89], [5.94, -1.56, 2.16], [6.53, -2.17, 0.65], [4.75, -3.57, 0.29], [4.81, -3.62, 2.03], [2.53, -3.41, 1.27], [2.91, -1.93, 0.35], [3.20, -2.34, 3.36], [3.34, -0.78, 2.58], [0.74, -2.32, 2.35], [1.19, -1.51, 3.83], [1.05, 0.60, 3.06], [1.60, 0.22, 1.47], [-2.47, -0.18, 2.73], [-1.40, -1.51, 2.97], [-2.85, 1.03, 4.40], [-1.93, 0.74, 5.86], [1.12, 2.96, 4.71], [-0.14, 3.52, 6.55], [-2.03, 4.51, 4.63], [-1.27, 0.78, -1.32], [-2.22, 2.22, -1.46], [-0.25, 3.65, -1.38], [1.93, 2.94, -1.18], [1.22, 2.06, 0.15], [1.55, 1.26, -1.44], [-2.65, 3.86, 1.99], [-2.42, 4.26, -0.19], [0.41, 3.86, 1.21], [-4.49, 2.16, 2.02], [-5.66, 2.24, -0.32], [-5.26, 1.48, -1.87], [-4.23, 2.74, -1.22], [-4.86, -1.06, -0.49], [-5.97, 0.09, 0.21], [-4.66, -0.58, 1.20], [1.18, -0.70, -0.34], [0.70, -2.29, -2.15], [-1.51, -3.44, -2.19], [-3.15, -2.90, -0.43], [-4.05, -2.19, -6.69], [-3.06, -3.33, -6.50], [-2.30, -3.27, -5.16], [-1.27, -2.32, -5.10], [-1.68, -0.99, -4.80], [-2.15, -3.37, -7.65], [-3.54, -1.25, -6.95], [-4.73, -2.42, -7.51], [-4.64, -2.02, -5.80], [-3.63, -4.26, -6.50], [-1.81, -4.24, -5.01], [-3.00, -3.13, -4.33], [-2.52, -0.99, -4.10], [-1.94, -0.44, -5.70], [-0.84, -0.49, -4.33], [-1.55, -4.19, -7.58], [-1.50, -2.59, -7.56]], "lowdin_charge": [-0.105, -0.262, -0.204, -0.212, -0.209, -0.206, -0.215, -0.196, -0.166, -0.119, -0.357, -0.122, -0.139, -0.231, 0.527, -0.129, -0.163, -0.171, -0.076, -0.403, -0.223, -0.686, -0.124, 0.599, 0.809, -0.259, -0.586, 0.100, -0.102, -0.079, -0.075, -0.198, -0.009, -0.033, -0.047, -0.113, 0.147, 0.064, 0.066, 0.065, 0.095, 0.097, 0.101, 0.099, 0.112, 0.083, 0.112, 0.107, 0.106, 0.105, 0.114, 0.087, 0.114, 0.101, 0.113, 0.111, 0.099, 0.101, 0.105, 0.132, 0.096, 0.104, -0.008, 0.066, 0.084, 0.101, 0.082, 0.071, 0.082, 0.060, 0.057, -0.004, 0.025, -0.040, 0.119, 0.088, 0.092, 0.073, 0.073, 0.082, 0.079, 0.093, 0.116, 0.094, 0.103, -0.070, -0.434, -0.225, -0.197, -0.106, 0.039, 0.065, 0.075, 0.077, 0.134, 0.121, 0.113, 0.090, 0.078, 0.056, 0.071, 0.070]}

Record 3
{"formula": "C5H30N2O9", "method": "ωB97M-V/def2-TZVPD", "relative_energy_kcal_mol": 14.2, "largest_force_ev_per_a": 2.74, "e_tot_ha": -994.679030, "total_charge": 2, "symbols": ["C", "O", "C", "C", "C", "C", "N", "N", "H", "H", "H", "H", "H", "H", "H", "H", "H", "H", "H", "H", "H", "H", "H", "H", "O", "H", "H", "O", "H", "H", "O", "H", "H", "O", "H", "H", "O", "H", "H", "O", "H", "H", "O", "H", "H", "O"], "xyz": [[1.49, -0.92, 1.78], [0.61, -1.36, 2.74], [0.68, -0.19, 0.65], [1.48, -0.23, -0.66], [1.05, 0.78, -1.68], [0.41, 1.94, -1.47], [1.45, 0.43, -3.07], [-0.65, -0.90, 0.52], [1.95, -1.86, 1.38], [2.27, -0.26, 2.23], [0.14, -0.60, 3.14], [0.47, 0.82, 0.92], [1.38, -1.28, -1.11], [2.54, -0.06, -0.44], [0.11, 2.29, -0.47], [0.10, 2.64, -2.24], [0.62, -0.09, -3.58], [2.30, -0.21, -3.06], [1.58, 1.27, -3.59], [-0.48, -1.89, 0.40], [-1.20, -0.80, 1.43], [-1.23, -0.54, -0.32], [-1.07, -0.99, -4.86], [-1.39, -0.37, -3.46], [-0.75, -0.36, -4.18], [-2.49, 0.53, -1.50], [-3.26, -0.55, -2.27], [-2.39, -0.29, -2.08], [-2.17, 1.97, 0.58], [-3.55, 1.47, 0.27], [-2.64, 1.34, 0.07], [1.02, -3.66, 0.17], [-0.25, -3.97, -0.68], [0.28, -3.24, -0.37], [1.64, 3.81, 2.03], [1.06, 4.77, 0.93], [1.00, 3.86, 1.28], [-1.99, 3.64, 2.27], [-0.57, 3.34, 1.66], [-1.45, 2.94, 1.86], [2.14, -4.36, 2.06], [2.70, -5.02, 0.80], [2.26, -4.24, 1.12], [-1.92, 0.43, 3.74], [-1.40, 1.47, 2.69], [-1.33, 0.49, 2.94]], "nbo_charge": [-0.077, -0.732, -0.062, -0.494, 0.144, -0.390, -0.741, -0.751, 0.203, 0.195, 0.501, 0.209, 0.264, 0.259, 0.228, 0.235, 0.485, 0.444, 0.442, 0.467, 0.486, 0.461, 0.519, 0.517, -0.967, 0.521, 0.497, -1.000, 0.505, 0.497, -0.991, 0.519, 0.496, -1.014, 0.510, 0.510, -0.973, 0.515, 0.522, -1.008, 0.506, 0.504, -0.959, 0.507, 0.515, -1.025]}

Record 4
{"formula": "C23H35NOP2Pb", "method": "ωB97M-V/def2-TZVPD", "relative_energy_kcal_mol": 0.0, "largest_force_ev_per_a": 4.54, "e_tot_ha": -1902.827523, "total_charge": 0, "symbols": ["Pb", "P", "P", "N", "H", "C", "H", "H", "H", "C", "H", "H", "H", "C", "H", "H", "H", "C", "H", "H", "H", "C", "H", "H", "H", "C", "H", "H", "H", "C", "C", "C", "C", "C", "C", "H", "H", "H", "H", "H", "C", "O", "C", "H", "H", "H", "C", "H", "H", "H", "C", "C", "C", "C", "C", "C", "C", "C", "H", "H", "H", "H", "H"], "xyz": [[0.28, 1.43, -1.63], [-2.71, 1.55, -0.77], [2.36, -1.47, -0.92], [1.11, -0.91, -1.82], [0.46, 2.52, 0.39], [-3.72, 2.84, -1.65], [-4.76, 2.78, -1.31], [-3.70, 2.71, -2.74], [-3.35, 3.85, -1.40], [-3.39, 1.75, 0.89], [-4.47, 1.64, 0.89], [-3.11, 2.74, 1.26], [-2.93, 1.00, 1.52], [-3.55, 0.03, -1.38], [-4.57, 0.28, -1.72], [-3.59, -0.69, -0.56], [-2.99, -0.40, -2.22], [3.84, -1.00, -1.84], [4.66, -1.69, -1.59], [4.11, 0.03, -1.54], [3.62, -1.01, -2.91], [2.83, -0.89, 0.71], [3.61, -1.58, 1.08], [2.00, -0.88, 1.42], [3.28, 0.11, 0.64], [2.28, -3.25, -0.61], [3.28, -3.68, -0.73], [1.54, -3.73, -1.25], [1.98, -3.44, 0.44], [0.24, -1.63, -2.63], [-0.81, -1.99, -4.81], [0.07, -1.28, -4.00], [-0.55, -2.68, -2.10], [-1.41, -3.39, -2.92], [-1.55, -3.06, -4.28], [-0.94, -1.71, -5.85], [0.69, -0.48, -4.42], [-0.45, -2.95, -1.04], [-2.00, -4.21, -2.52], [-2.23, -3.62, -4.92], [1.62, 2.70, 0.42], [2.17, 2.00, -0.64], [1.85, 4.21, 0.27], [1.28, 4.76, 1.02], [1.57, 4.56, -0.74], [2.90, 4.50, 0.44], [2.16, 2.18, 1.75], [3.24, 2.34, 1.76], [1.97, 1.11, 1.91], [1.71, 2.71, 2.58], [-0.82, 0.66, 0.27], [-0.53, 0.18, 1.40], [-0.45, -0.12, 2.79], [0.21, -1.28, 3.24], [0.27, -1.58, 4.60], [-0.40, -0.79, 5.54], [-1.06, 0.36, 5.11], [-1.06, 0.72, 3.76], [0.67, -1.95, 2.52], [0.82, -2.46, 4.96], [-0.43, -1.07, 6.60], [-1.59, 1.00, 5.83], [-1.53, 1.65, 3.42]], "nbo_charge": [1.332, 0.912, 1.840, -1.135, 0.129, -0.950, 0.200, 0.228, 0.225, -0.950, 0.217, 0.232, 0.243, -0.946, 0.225, 0.238, 0.240, -0.995, 0.234, 0.275, 0.253, -1.000, 0.244, 0.270, 0.286, -1.005, 0.251, 0.267, 0.251, 0.151, -0.196, -0.268, -0.222, -0.215, -0.249, 0.216, 0.219, 0.207, 0.213, 0.214, 0.102, -0.974, -0.627, 0.198, 0.207, 0.204, -0.632, 0.204, 0.209, 0.206, -0.557, -0.184, -0.043, -0.227, -0.200, -0.222, -0.209, -0.210, 0.204, 0.212, 0.216, 0.216, 0.222]}

| no. | HOMO level (eV) |
| --- | --- |
| 1 | -10.141 |
| 2 | -8.231 |
| 3 | -16.034 |
| 4 | -6.511 |